*one*
C3H4N6 | wB97M-V/def2-TZVPD

Last columns: bonded neighbours and bond lengths (Å).
Geometry (Å):
1 C -0.25 -1.39 -0.19  N2 1.365, H3 1.080, C5 1.417
2 N 0.52 -0.27 -0.34  C1 1.365, N11 1.474, N12 1.322
3 H 0.23 -2.34 -0.34  C1 1.080
4 N 0.37 2.01 -0.11  N12 1.312, H13 1.009
5 C -1.56 -0.93 0.09  C1 1.417, H7 1.130, C9 1.379
6 H -2.35 1.02 0.05  C9 1.022
7 H -2.57 -1.39 0.27  C5 1.130
8 N 2.67 -0.83 0.49  N10 1.253, N11 1.439
9 C -1.52 0.44 0.23  C5 1.379, H6 1.022, N12 1.429
10 N 2.81 0.40 0.29  N8 1.253, N11 1.460
11 N 1.96 -0.32 -0.65  N2 1.474, N8 1.439, N10 1.460
12 N -0.18 0.82 -0.10  N2 1.322, N4 1.312, C9 1.429
13 H -0.13 2.78 0.32  N4 1.009

Properties
* orbital gap: 6.40 eV

*two*
C3H4N6 | wB97M-V/def2-TZVPD

Last columns: bonded neighbours and bond lengths (Å).
Geometry (Å):
1 N -0.33 1.76 0.35  C5 1.246, N10 1.368
2 N 2.47 -0.47 -0.48  C3 1.348, H11 0.983, H12 1.226
3 C 1.34 0.03 0.06  N2 1.348, N4 1.518, N10 1.273
4 N 0.67 -0.93 1.03  C3 1.518, N7 1.230
5 C -1.30 0.98 0.32  N1 1.246, H9 1.065, C13 1.575
6 H -3.06 0.02 -0.76  N8 1.066
7 N -0.50 -1.21 0.78  N4 1.230, C13 1.337
8 N -2.52 -0.89 -0.62  H6 1.066, C13 1.377
9 H -2.14 1.57 0.60  C5 1.065
10 N 0.86 1.21 -0.04  N1 1.368, C3 1.273
11 H 3.19 0.17 -0.66  N2 0.983
12 H 2.63 -1.69 -0.53  N2 1.226
13 C -1.31 -0.55 -0.06  C5 1.575, N7 1.337, N8 1.377

Properties
* orbital gap: 8.00 eV
* SMILES string: [H]/N=c1\cnnc(N)nn1

Which is most stable? The ranking, best first, is *two*, *one*.